Molecular formula: C53H106F15N5O11
Method: DFT, wB97M-V/def2-TZVPD

Energy   -127416.0464 eV
Relative energy (zero: lowest compared OMol25 entry of this formula, charge and spin)   19.4 kcal per mole
Frontier orbital gap   0.3205 Ha
Highest occupied orbital energy   -8.22 eV
SMILES   CCOC(=O)C(F)(F)F.CCOC(=O)C(F)(F)F.CCOC(=O)C(F)(F)F.CCOC(=O)C(F)(F)F.CCOC(=O)C(F)(F)F.CCN(CC)CC.CCN(CC)CC.CCN(CC)CC.CCN(CC)CC.CCN(CC)CC.CC(C)=O

Positions of all 190 atoms, in Å:
C1 -0.122123 -1.522145 2.502782
C2 0.184279 -1.201551 1.057411
O1 -0.051593 0.193263 0.736538
C3 0.306393 0.596312 -0.455074
O2 0.864630 -0.022749 -1.303951
C4 -0.201423 2.021582 -0.768140
F1 -1.036103 2.574333 0.102292
F2 0.886516 2.811607 -0.843065
F3 -0.778205 2.052694 -1.968226
H1 -1.155654 -1.829198 2.659853
H2 0.067483 -0.611868 3.073528
H3 0.516729 -2.332023 2.838432
H4 -0.331258 -1.886817 0.380366
H5 1.255345 -1.341350 0.868965
C5 3.593709 -0.588350 -3.658083
C6 3.659174 -1.614998 -4.770367
O3 3.868620 -2.974226 -4.338206
C7 5.057566 -3.353938 -3.975318
O4 6.029028 -2.672884 -3.981283
C8 5.107493 -4.839792 -3.580465
F4 5.703463 -5.535314 -4.559323
F5 5.826232 -4.985951 -2.476636
F6 3.890157 -5.354242 -3.398035
H6 4.549562 -0.434811 -3.162990
H7 2.819837 -0.810657 -2.921614
H8 3.284192 0.343718 -4.139650
H9 4.477091 -1.380926 -5.453774
H10 2.709921 -1.634300 -5.297335
C9 -4.046909 2.085810 -0.507019
C10 -4.173828 1.160739 0.692213
O5 -4.173847 -0.214960 0.265589
C11 -4.137115 -1.152104 1.179540
O6 -4.180313 -1.028969 2.364252
C12 -4.055835 -2.583865 0.594014
F7 -3.874182 -2.613157 -0.717359
F8 -3.054302 -3.242040 1.181601
F9 -5.184463 -3.235972 0.870830
H11 -5.004461 2.079888 -1.031613
H12 -3.263767 1.849833 -1.225282
H13 -3.823196 3.081033 -0.129556
H14 -5.068618 1.444798 1.239126
H15 -3.304044 1.334566 1.330643
C13 -3.988729 0.468044 5.306097
C14 -5.255503 0.959268 4.680641
O7 -4.971866 2.045221 3.809572
C15 -4.927873 3.234605 4.363652
O8 -5.343919 3.568885 5.419956
C16 -4.179696 4.232482 3.451804
F10 -4.103176 3.814239 2.181098
F11 -4.806063 5.411677 3.462469
F12 -2.933896 4.398838 3.910871
H16 -3.599880 1.244873 5.974678
H17 -3.231487 0.257827 4.555255
H18 -4.144155 -0.411065 5.930505
H19 -6.077244 1.196845 5.360440
H20 -5.738459 0.160301 4.113106
C17 2.972349 5.012425 1.258049
C18 2.000889 5.443420 2.355266
O9 1.379320 4.273465 2.910741
C19 1.815273 3.851549 4.082003
O10 2.727438 4.289012 4.695883
C20 0.986626 2.647303 4.568278
F13 0.260100 2.103569 3.588805
F14 1.776847 1.705110 5.081539
F15 0.158764 3.065276 5.529932
H21 3.740930 4.381584 1.700976
H22 3.295548 5.886509 0.695533
H23 2.453842 4.384738 0.532449
H24 1.195515 6.015504 1.899895
H25 2.538258 6.043905 3.081459
C21 0.015495 -1.782238 5.931197
C22 -0.149828 -1.941414 7.435651
N1 1.087675 -2.328265 8.093432
C23 2.049404 -1.214454 8.104434
C24 3.462436 -1.693824 8.393147
C25 0.835691 -2.857855 9.430904
C26 -0.059305 -2.036696 10.357356
H26 0.450188 -2.697956 5.524943
H27 0.675078 -0.981402 5.594180
H28 -0.975442 -1.638606 5.511971
H29 -0.710122 -1.109687 7.885680
H30 -0.822466 -2.808413 7.504097
H31 2.047314 -0.676527 7.163285
H32 1.778993 -0.537414 8.934819
H33 4.221246 -0.917066 8.311575
H34 3.589195 -2.151098 9.377461
H35 3.705665 -2.513384 7.706582
H36 1.779721 -3.078036 9.930541
H37 0.379010 -3.842838 9.279408
H38 -1.064279 -1.942864 9.937614
H39 0.333793 -1.048708 10.593691
H40 -0.233415 -2.568147 11.296306
C27 0.642226 -3.750343 -2.035433
C28 1.583034 -4.019879 -0.883950
N2 0.935372 -4.544244 0.319173
C29 0.063970 -5.691636 0.130926
C30 0.737702 -6.935981 -0.466859
C31 1.929152 -4.723751 1.365846
C32 1.390806 -5.192939 2.714418
H41 0.294970 -4.677567 -2.501417
H42 1.153397 -3.220643 -2.843297
H43 -0.218099 -3.154701 -1.727567
H44 2.378606 -4.738346 -1.137646
H45 1.993908 -3.066895 -0.548387
H46 -0.384065 -6.017998 1.066451
H47 -0.751104 -5.374153 -0.519919
H48 -0.035903 -7.669910 -0.725318
H49 1.200800 -6.719425 -1.435712
H50 1.451348 -7.461853 0.165622
H51 2.417468 -3.767711 1.576457
H52 2.711226 -5.437157 1.043389
H53 0.748986 -6.069357 2.692090
H54 0.812682 -4.406594 3.209155
H55 2.228634 -5.381446 3.388930
C33 7.843477 -1.173824 0.465990
C34 6.707993 -1.411798 1.468569
N3 5.435370 -0.762576 1.175163
C35 4.880745 -1.118725 -0.116803
C36 4.701597 -2.606967 -0.282080
C37 5.447557 0.650676 1.482172
C38 4.033898 1.273313 1.401319
H56 8.801917 -1.444102 0.904659
H57 7.892250 -0.135903 0.124991
H58 7.660692 -1.757260 -0.438689
H59 6.550007 -2.496233 1.506223
H60 6.981010 -1.163752 2.496936
H61 3.900758 -0.648606 -0.220684
H62 5.503036 -0.712598 -0.936601
H63 5.615612 -3.191612 -0.411427
H64 4.192847 -3.061621 0.567661
H65 4.110341 -2.780725 -1.184323
H66 6.123317 1.252520 0.855792
H67 5.730479 0.780120 2.527971
H68 3.921954 2.047914 2.167920
H69 3.223774 0.584727 1.649471
H70 3.869034 1.734870 0.426066
C39 -2.274036 -0.293242 -3.325932
C40 -1.649161 -1.170760 -4.412045
N4 -2.367583 -1.217018 -5.662565
C41 -2.530425 0.042075 -6.319274
C42 -1.210350 0.785019 -6.542684
C43 -3.606295 -2.005387 -5.626683
C44 -3.836976 -2.719781 -6.933156
H71 -1.629693 -0.212769 -2.453951
H72 -3.254561 -0.675612 -3.062231
H73 -2.366084 0.730309 -3.700360
H74 -0.639197 -0.812488 -4.657093
H75 -1.431552 -2.175679 -4.044253
H76 -3.165602 0.745123 -5.746887
H77 -3.034610 -0.102561 -7.273478
H78 -0.428391 0.074526 -6.832572
H79 -0.883101 1.305920 -5.646912
H80 -1.322503 1.440806 -7.406034
H81 -3.528298 -2.723405 -4.807082
H82 -4.445371 -1.352628 -5.331257
H83 -4.068885 -2.077533 -7.775086
H84 -2.972434 -3.345968 -7.168519
H85 -4.602923 -3.492945 -6.787564
C45 -2.888310 4.790564 -2.729361
C46 -3.547604 3.825919 -3.711407
N5 -4.775973 4.347663 -4.308916
C47 -5.315346 3.383533 -5.254947
C48 -6.638187 3.825727 -5.833914
C49 -4.569892 5.670812 -4.876599
C50 -3.662332 5.771823 -6.090892
H86 -2.260212 5.496558 -3.277725
H87 -2.219102 4.297964 -2.027900
H88 -3.642914 5.375614 -2.201935
H89 -2.814543 3.507927 -4.472180
H90 -3.813430 2.935286 -3.126857
H91 -4.624625 3.179907 -6.096235
H92 -5.375046 2.442577 -4.702465
H93 -6.522372 4.575491 -6.618279
H94 -7.280505 3.013625 -6.168535
H95 -7.217682 4.356956 -5.068057
H96 -4.306832 6.411456 -4.118186
H97 -5.559352 6.084764 -5.120022
H98 -2.669553 5.349058 -5.918759
H99 -3.539858 6.809654 -6.397320
H100 -4.082690 5.201067 -6.922941
C51 2.569579 4.194393 -3.072577
C52 1.152825 4.066439 -3.611670
C53 0.901433 2.949797 -4.581192
O11 0.338144 4.908774 -3.369617
H101 2.933232 3.215936 -2.754433
H102 2.515497 4.827565 -2.189784
H103 3.184785 4.646483 -3.847229
H104 1.660392 2.928429 -5.369590
H105 -0.045993 3.108313 -5.096803
H106 0.919739 1.969076 -4.100140

Atomic forces in eV per Å
C -0.3 0.8 -0.2
C 1.3 -0.9 -0.2
O -0.8 0.0 0.5
C -1.2 0.0 0.2
O 0.6 -0.4 -0.5
C 0.6 0.7 -0.1
F 0.0 -0.3 0.2
F 0.2 0.2 0.1
F -0.1 -0.2 -0.1
H 0.0 0.1 0.0
H 0.1 -0.2 0.3
H 0.1 0.0 0.0
H -0.2 0.4 -0.2
H -0.1 -0.2 0.0
C -0.2 0.0 -0.1
C 0.5 0.3 -0.1
O -1.6 -0.4 0.2
C 0.0 0.1 -0.1
O 1.2 0.4 0.2
C -0.1 0.0 -0.4
F 0.0 0.0 0.0
F 0.0 -0.1 0.3
F 0.1 -0.1 0.2
H 0.0 0.0 0.0
H 0.1 -0.2 0.0
H 0.1 0.1 0.1
H -0.1 0.1 -0.1
H 0.0 -0.2 -0.1
C -0.6 -0.4 -0.1
C 1.1 1.0 -0.1
O -0.1 -0.1 -0.6
C -0.1 -0.2 -0.1
O 0.1 0.3 0.6
C 0.0 0.2 0.1
F 0.2 0.0 -0.4
F 0.2 0.0 0.0
F -0.3 -0.1 0.1
H 0.1 0.3 -0.2
H 0.1 -0.4 0.2
H -0.2 0.1 0.0
H -0.1 -0.5 0.2
H -0.2 -0.3 0.2
C 0.4 0.5 0.8
C -1.4 -1.5 0.2
O 0.2 -0.2 -0.6
C 0.3 0.3 -0.6
O -0.3 0.2 0.9
C -0.3 0.2 -0.1
F 0.0 0.1 0.1
F 0.2 -0.1 0.0
F 0.0 0.0 0.0
H 0.1 -0.1 -0.1
H -0.1 -0.1 -0.1
H -0.1 -0.1 -0.2
H 0.6 0.6 0.4
H 0.5 0.2 -0.6
C -0.9 -0.4 0.1
C 0.5 0.2 -1.3
O -0.4 0.1 0.1
C -0.2 -0.4 -0.8
O 0.8 0.3 0.8
C -0.1 0.1 0.0
F 0.0 -0.1 0.1
F 0.1 0.0 0.0
F -0.2 0.0 0.1
H 0.5 0.4 -0.2
H 0.5 0.0 0.3
H -0.2 -0.1 0.0
H -0.1 0.0 0.2
H -0.3 -0.2 0.4
C 0.3 0.0 0.0
C -0.3 -1.0 -0.6
N 0.2 0.9 -0.1
C 0.2 -0.2 1.4
C 0.3 -0.9 -0.2
C -0.1 -0.6 0.1
C -0.5 -0.2 0.1
H -0.1 -0.1 0.0
H -0.2 0.2 0.2
H -0.1 0.1 -0.3
H 0.4 0.2 0.0
H 0.0 0.1 0.4
H -0.2 0.0 -0.1
H -0.1 0.4 -0.5
H -0.1 0.1 -0.1
H -0.2 0.3 0.1
H 0.1 0.3 -0.2
H 0.1 0.2 -0.1
H -0.1 0.1 0.1
H 0.1 0.2 -0.1
H 0.0 0.0 -0.1
H 0.3 0.0 0.0
C 0.0 -0.4 -0.5
C -0.4 -0.3 0.8
N -0.6 0.4 0.8
C 0.4 -0.5 -0.4
C -0.5 -0.3 -0.9
C -0.1 -0.5 0.3
C -0.1 0.4 0.4
H -0.2 0.0 0.2
H 0.1 0.1 0.2
H 0.0 0.0 0.0
H 0.2 0.5 -0.5
H 0.4 -0.1 -0.3
H -0.1 0.5 0.1
H 0.0 -0.1 0.0
H 0.0 0.1 0.2
H 0.2 0.1 0.2
H 0.1 0.3 0.2
H 0.1 0.0 -0.3
H 0.1 0.2 0.0
H 0.2 -0.2 -0.1
H -0.1 0.0 -0.2
H 0.0 -0.2 -0.1
C -0.3 0.3 -0.1
C 0.0 -0.5 0.0
N 0.1 -0.3 0.4
C 0.4 0.4 0.0
C 0.1 -0.6 -0.4
C -1.2 0.3 0.3
C 0.2 0.4 0.1
H 0.1 -0.1 -0.1
H 0.1 0.0 0.2
H 0.2 -0.1 0.1
H -0.1 0.1 0.0
H 0.1 0.3 -0.1
H 0.0 0.1 0.1
H -0.1 -0.1 -0.1
H 0.2 0.3 0.0
H -0.2 0.2 0.0
H -0.1 -0.1 0.1
H 0.1 -0.1 0.0
H 0.5 -0.2 -0.1
H 0.3 0.2 -0.2
H 0.2 -0.3 -0.3
H -0.3 -0.1 0.0
C 0.3 0.1 -0.4
C 1.0 0.4 0.1
N -0.2 -1.2 0.0
C 0.2 1.1 0.1
C 0.0 -0.8 -0.6
C 0.4 0.8 0.5
C -0.1 -1.3 0.3
H -0.1 -0.3 0.1
H -0.2 0.1 0.3
H -0.2 0.0 0.0
H -0.1 0.2 0.2
H -0.5 -0.2 0.0
H -0.3 -0.2 0.0
H 0.0 -0.2 -0.1
H 0.0 0.0 0.1
H -0.1 0.1 -0.2
H 0.0 0.4 0.3
H 0.1 -0.1 -0.1
H -0.2 -0.1 -0.3
H -0.1 0.0 0.0
H 0.3 0.4 -0.1
H -0.4 0.5 -0.2
C 0.1 0.6 -0.7
C 0.0 -0.4 0.8
N 0.7 0.3 0.2
C 0.3 -0.2 -0.2
C -0.8 0.6 0.5
C -1.1 0.9 -0.1
C 0.1 -0.4 -0.2
H 0.0 0.1 0.1
H -0.1 -0.2 0.0
H 0.0 -0.2 0.2
H 0.0 0.0 0.0
H -0.1 -0.1 -0.4
H 0.1 0.0 0.2
H -0.3 0.0 -0.1
H 0.1 -0.3 -0.2
H 0.3 -0.1 -0.3
H 0.1 -0.2 0.1
H 0.6 -0.5 0.3
H 0.0 -0.4 -0.4
H 0.0 0.1 0.2
H 0.0 0.0 0.0
H 0.0 0.2 -0.1
C -0.8 -0.4 0.6
C 1.3 0.0 -0.5
C -0.3 -0.2 -0.6
O -0.9 0.4 0.3
H 0.3 0.0 -0.3
H 0.2 0.2 -0.1
H 0.2 -0.1 0.0
H 0.2 0.1 0.2
H -0.1 0.0 0.3
H 0.0 0.1 0.1

Atom charges from the Mulliken analysis, given in e for atoms 1 to 99: atom 1 (C): -0.988, atom 2 (C): 0.701, atom 3 (O): 0.868, atom 4 (C): 0.049, atom 5 (O): -0.420, atom 6 (C): 0.343, atom 7 (F): -0.148, atom 8 (F): -0.265, atom 9 (F): 0.118, atom 10 (H): 0.327, atom 11 (H): 0.009, atom 12 (H): 0.155, atom 13 (H): -0.158, atom 14 (H): -0.727, atom 15 (C): -0.372, atom 16 (C): -0.714, atom 17 (O): -0.294, atom 18 (C): 0.567, atom 19 (O): -0.573, atom 20 (C): 0.846, atom 21 (F): -0.283, atom 22 (F): -0.241, atom 23 (F): -0.244, atom 24 (H): 0.314, atom 25 (H): 0.007, atom 26 (H): 0.281, atom 27 (H): 0.438, atom 28 (H): 0.358, atom 29 (C): -0.534, atom 30 (C): -0.206, atom 31 (O): -0.124, atom 32 (C): 0.256, atom 33 (O): -0.490, atom 34 (C): 0.873, atom 35 (F): -0.228, atom 36 (F): -0.226, atom 37 (F): -0.281, atom 38 (H): 0.746, atom 39 (H): -0.639, atom 40 (H): 0.268, atom 41 (H): 0.414, atom 42 (H): 0.091, atom 43 (C): -1.045, atom 44 (C): -0.408, atom 45 (O): -0.157, atom 46 (C): 0.205, atom 47 (O): -0.514, atom 48 (C): 0.993, atom 49 (F): -0.218, atom 50 (F): -0.270, atom 51 (F): -0.255, atom 52 (H): 0.430, atom 53 (H): 0.172, atom 54 (H): 0.424, atom 55 (H): 0.373, atom 56 (H): 0.302, atom 57 (C): -0.644, atom 58 (C): -0.495, atom 59 (O): -0.093, atom 60 (C): 0.141, atom 61 (O): -0.550, atom 62 (C): 1.111, atom 63 (F): -0.204, atom 64 (F): -0.289, atom 65 (F): -0.265, atom 66 (H): 0.274, atom 67 (H): 0.453, atom 68 (H): -0.083, atom 69 (H): 0.365, atom 70 (H): 0.375, atom 71 (C): -0.669, atom 72 (C): -0.780, atom 73 (N): 0.161, atom 74 (C): 0.225, atom 75 (C): -1.492, atom 76 (C): -0.610, atom 77 (C): -1.048, atom 78 (H): 0.229, atom 79 (H): 0.007, atom 80 (H): 0.330, atom 81 (H): 0.327, atom 82 (H): 0.383, atom 83 (H): 0.036, atom 84 (H): 0.171, atom 85 (H): 0.421, atom 86 (H): 0.309, atom 87 (H): 0.346, atom 88 (H): 0.343, atom 89 (H): 0.360, atom 90 (H): 0.266, atom 91 (H): 0.285, atom 92 (H): 0.411, atom 93 (C): -1.774, atom 94 (C): 0.768, atom 95 (N): 0.552, atom 96 (C): -0.758, atom 97 (C): -1.296, atom 98 (C): -0.310, atom 99 (C): -1.543